Record 1
This record from the OMol25 dataset describes 10 unconnected molecules or ions with the total composition C37H48N9O. The level of theory is the ωB97M-V functional and the def2-TZVPD basis.

Computed properties:
- total charge = -1
- HOMO energy (eV) = -4.70

Each line ends with the Mulliken charge.
Atoms and positions in Å:
C  0.21  0.01  -0.28  1.21
O  -0.85  -0.65  0.26  -0.09
H  -0.10  1.11  -0.09  0.30
H  0.27  -0.34  -1.38  -1.03
H  1.06  -0.27  0.33  -0.95
N  0.88  -1.20  2.47  1.57
C  0.56  -0.55  3.63  -0.76
C  1.46  -1.21  4.58  -0.91
C  2.20  -2.22  3.92  -0.85
C  1.81  -2.24  2.58  -0.29
H  0.44  -0.95  1.61  -0.55
H  -0.19  0.20  3.79  0.53
H  1.48  -0.94  5.57  0.58
H  3.00  -2.85  4.43  0.29
H  1.99  -2.87  1.72  0.35
N  -1.90  1.13  1.96  0.48
C  -3.30  1.18  1.87  -0.20
C  -3.84  2.18  2.69  -1.05
C  -2.69  2.81  3.27  -0.96
C  -1.44  2.13  2.79  -0.16
H  -1.29  0.51  1.46  0.27
H  -3.83  0.43  1.26  0.46
H  -4.91  2.33  2.92  0.35
H  -2.74  3.60  3.95  0.48
H  -0.43  2.46  3.09  0.25
N  -3.97  -0.66  -2.03  0.22
C  -3.60  0.51  -1.40  -0.70
C  -4.74  1.23  -1.52  -0.20
C  -5.90  0.61  -2.07  -1.00
C  -5.31  -0.73  -2.38  -0.42
H  -3.25  -1.38  -2.24  0.67
H  -2.54  0.69  -1.14  0.18
H  -4.82  2.26  -1.22  0.45
H  -6.90  0.96  -2.09  0.43
H  -5.68  -1.61  -2.88  0.39
N  5.69  -0.49  2.11  0.01
C  4.45  0.07  2.31  -0.88
C  3.86  0.17  0.93  0.71
C  4.86  -0.36  0.02  -1.09
C  5.94  -0.69  0.74  -0.61
H  6.29  -0.86  2.83  0.23
H  4.02  0.12  3.28  0.49
H  2.92  0.58  0.71  0.40
H  4.64  -0.46  -1.05  0.40
H  6.90  -1.12  0.42  0.39
N  2.60  3.64  3.04  -0.13
C  2.07  2.57  2.44  -0.47
C  1.63  3.15  1.10  0.28
C  2.14  4.46  1.04  -0.90
C  2.63  4.84  2.25  -0.62
H  2.91  3.52  4.01  0.23
H  2.23  1.56  2.79  0.23
H  1.26  2.63  0.27  0.52
H  2.12  5.06  0.14  0.47
H  3.00  5.80  2.59  0.39
N  3.63  -3.25  -1.90  0.11
C  2.49  -2.49  -1.83  -0.51
C  2.37  -1.70  -2.95  0.60
C  3.39  -2.23  -3.86  -0.96
C  4.18  -3.21  -3.13  -0.61
H  4.05  -3.76  -1.06  0.31
H  1.88  -2.49  -0.87  0.12
H  1.67  -0.78  -3.02  0.11
H  3.49  -1.84  -4.85  0.43
H  5.02  -3.81  -3.57  0.33
N  1.60  3.68  -3.20  -0.06
C  0.39  2.95  -3.12  -0.35
C  -0.55  3.79  -3.69  -0.58
C  -0.02  5.05  -4.10  -0.42
C  1.54  4.95  -3.88  -0.49
H  2.51  3.26  -2.85  0.27
H  0.36  1.95  -2.61  0.52
H  -1.66  3.66  -3.61  0.35
H  -0.54  5.95  -4.46  0.37
H  2.40  5.58  -3.99  0.40
N  -1.21  -2.02  -2.11  0.84
C  -1.96  -3.17  -1.84  -0.20
C  -2.75  -3.42  -3.10  -0.92
C  -2.17  -2.54  -4.07  -0.46
C  -1.28  -1.69  -3.41  -0.47
H  -0.77  -1.45  -1.37  -0.68
H  -1.98  -3.62  -0.80  0.40
H  -3.63  -4.04  -3.18  0.41
H  -2.40  -2.44  -5.17  0.30
H  -0.63  -0.96  -3.87  0.33
N  -2.51  -2.33  1.39  0.99
C  -2.14  -3.02  2.51  -0.50
C  -3.40  -3.76  2.95  -0.85
C  -4.40  -3.41  2.04  -0.47
C  -3.84  -2.54  1.18  -0.43
H  -1.90  -1.65  0.84  0.14
H  -1.16  -3.00  2.93  0.37
H  -3.45  -4.36  3.80  0.47
H  -5.46  -3.74  2.08  0.39
H  -4.45  -1.97  0.37  -0.01


Record 2
This record from the OMol25 dataset describes a molecular structure, C37H48NPRuS4. The level of theory is the ωB97M-V functional and the def2-TZVPD basis.

Computed properties:
- total charge = +2
- HOMO energy (alpha / beta) (eV) = -13.74 / -14.01
- 2S+1 = 5

Each line ends with the Löwdin spin population.
Atoms and positions in Å:
Ru  0.28  0.44  0.11  2.15
S  0.91  2.42  -1.17  0.59
C  1.10  2.06  -2.85  0.07
C  1.95  2.86  -3.62  0.07
C  2.11  2.58  -4.97  -0.01
C  1.41  1.54  -5.56  0.09
C  0.55  0.75  -4.80  0.00
C  0.41  1.00  -3.45  0.07
S  -0.72  0.05  -2.47  0.13
C  -0.05  -1.63  -2.73  0.02
C  -0.19  -2.51  -1.53  0.01
C  -0.27  -3.88  -1.72  0.00
C  -0.28  -4.72  -0.61  0.00
C  -0.22  -4.15  0.65  0.00
C  -0.17  -2.77  0.76  0.01
C  -0.19  -2.14  2.12  0.02
S  0.87  -0.65  2.23  0.05
C  2.44  -1.42  1.85  0.04
C  3.03  -2.22  2.81  0.00
C  4.25  -2.82  2.56  0.06
C  4.90  -2.59  1.35  -0.01
C  4.33  -1.77  0.39  0.05
C  3.08  -1.18  0.63  0.03
S  2.42  -0.15  -0.60  0.41
N  -0.16  -1.97  -0.31  0.09
H  2.46  3.69  -3.16  0.00
H  2.79  3.19  -5.56  0.00
H  1.51  1.35  -6.62  0.00
H  -0.02  -0.04  -5.27  0.00
H  1.00  -1.51  -2.99  0.00
H  -0.58  -2.08  -3.58  0.00
H  -0.30  -4.29  -2.72  0.00
H  -0.35  -5.79  -0.74  0.00
H  -0.22  -4.77  1.54  0.00
H  0.16  -2.83  2.88  0.00
H  -1.19  -1.80  2.37  0.00
H  2.54  -2.37  3.77  0.00
H  4.71  -3.45  3.31  0.00
H  5.86  -3.05  1.16  0.00
H  4.83  -1.57  -0.54  0.00
C  -3.98  0.76  5.04  0.00
C  -2.49  1.04  5.22  0.00
C  -1.86  1.55  3.91  0.00
C  -2.64  1.02  2.69  -0.01
C  -3.06  -0.42  3.00  0.00
C  -4.19  -0.39  4.04  0.00
P  -1.81  1.34  1.06  0.00
C  -3.14  1.21  -0.22  0.00
C  -4.44  2.01  0.05  0.00
C  -5.67  1.10  0.18  0.00
C  -5.88  0.25  -1.08  0.00
C  -4.55  -0.26  -1.66  0.00
C  -3.47  -0.26  -0.58  0.00
C  -1.39  3.16  1.14  0.02
C  -2.48  4.13  1.63  0.00
C  -1.88  5.49  2.05  0.00
C  -0.60  5.80  1.28  0.00
C  0.50  4.80  1.67  0.00
C  -0.08  3.39  1.92  0.02
H  -4.48  1.67  4.70  0.00
H  -4.44  0.50  6.00  0.00
H  -1.99  0.13  5.56  0.00
H  -2.34  1.79  6.01  0.00
H  -0.82  1.24  3.85  0.00
H  -1.88  2.64  3.91  0.00
H  -3.56  1.61  2.58  0.00
H  -2.20  -0.94  3.44  0.00
H  -3.37  -0.98  2.12  0.00
H  -4.22  -1.34  4.56  0.00
H  -5.15  -0.27  3.54  0.00
H  -2.65  1.64  -1.10  0.00
H  -4.61  2.71  -0.77  0.00
H  -4.36  2.61  0.96  0.00
H  -6.55  1.72  0.35  0.00
H  -5.56  0.46  1.06  0.00
H  -6.40  0.83  -1.84  0.00
H  -6.53  -0.59  -0.83  0.00
H  -4.22  0.37  -2.49  0.00
H  -4.67  -1.27  -2.06  0.00
H  -2.56  -0.77  -0.91  0.00
H  -3.84  -0.80  0.28  0.00
H  -1.20  3.39  0.08  0.01
H  -3.02  3.71  2.48  0.00
H  -3.20  4.29  0.83  0.00
H  -1.64  5.48  3.12  0.00
H  -2.62  6.27  1.90  0.00
H  -0.27  6.81  1.49  0.00
H  -0.80  5.75  0.20  0.00
H  0.99  5.14  2.58  0.00
H  1.26  4.77  0.89  0.00
H  -0.28  3.28  2.99  0.00
H  0.67  2.62  1.68  0.01


Record 3
This record from the OMol25 dataset describes 5 unconnected molecules or ions with the total composition C37H49Br2N4O4. The level of theory is the ωB97M-V functional and the def2-TZVPD basis.

Computed properties:
- total charge = -1
- HOMO energy (eV) = -5.35

Each line ends with the Mulliken charge.
Atoms and positions in Å:
C  3.15  0.69  3.37  -1.50
C  2.17  -0.05  2.46  0.08
C  2.41  0.26  0.96  -1.06
Br  3.32  -1.43  0.22  -0.25
N  1.31  0.57  0.15  0.43
C  0.13  -0.27  0.35  -1.80
C  -1.04  0.33  1.13  0.60
C  -2.36  -0.33  0.74  -0.83
C  -3.56  0.51  1.18  -0.65
O  -4.54  0.57  0.13  -0.57
C  1.10  1.99  -0.19  1.06
C  2.34  2.49  -1.00  -1.49
C  2.82  1.53  -2.04  0.40
O  2.21  0.95  -2.83  -0.39
Br  4.83  1.41  -2.12  -0.29
C  1.08  2.82  1.13  -0.50
C  0.29  4.14  1.26  0.26
N  -1.14  3.88  1.12  -0.07
N  0.49  4.64  2.67  -0.92
N  0.73  5.24  0.42  -0.46
C  -0.10  2.28  -1.17  -0.33
O  -0.82  1.35  -1.54  -0.70
O  -0.14  3.50  -1.49  -0.75
H  4.05  0.11  3.55  0.27
H  2.69  0.95  4.32  0.40
H  3.47  1.63  2.92  0.32
H  2.27  -1.12  2.65  0.78
H  1.16  0.23  2.75  -0.15
H  3.21  0.99  0.90  0.84
H  0.42  -1.21  0.82  0.71
H  -0.25  -0.54  -0.62  0.41
H  -0.92  0.18  2.21  0.46
H  -1.16  1.40  0.98  -0.28
H  -2.44  -0.44  -0.34  0.41
H  -2.46  -1.29  1.25  0.41
H  -4.04  0.05  2.05  0.33
H  -3.26  1.53  1.44  0.36
H  -5.41  0.58  0.52  0.32
H  3.19  2.72  -0.35  0.61
H  2.07  3.39  -1.55  0.79
H  0.69  2.20  1.94  0.14
H  2.11  3.05  1.40  0.21
H  -1.51  4.42  0.35  -0.12
H  -1.61  4.13  1.98  0.30
H  0.20  3.89  3.29  0.34
H  1.50  4.70  2.81  0.39
H  1.24  4.95  -0.40  0.23
H  1.22  5.94  0.97  0.27
C  7.34  -0.42  0.43  -0.27
C  6.78  -0.93  1.60  -0.23
C  7.51  -0.91  2.78  -0.52
C  8.79  -0.38  2.80  -0.34
C  9.35  0.12  1.64  -0.36
C  8.63  0.10  0.45  -0.39
H  6.77  -0.44  -0.49  0.36
H  5.77  -1.33  1.57  0.26
H  7.07  -1.31  3.69  0.37
H  9.35  -0.37  3.73  0.35
H  10.35  0.54  1.65  0.35
H  9.06  0.49  -0.46  0.37
C  -4.78  -5.43  1.05  -0.30
C  -4.01  -6.13  0.13  -0.53
C  -3.40  -5.45  -0.91  -0.22
C  -3.54  -4.07  -1.03  -0.64
C  -4.31  -3.38  -0.10  -0.19
C  -4.92  -4.06  0.94  -0.46
H  -5.26  -5.96  1.87  0.36
H  -3.89  -7.20  0.22  0.36
H  -2.80  -5.99  -1.64  0.42
H  -3.06  -3.54  -1.83  0.40
H  -4.41  -2.30  -0.19  0.46
H  -5.52  -3.52  1.66  0.36
C  -3.18  6.95  -0.17  -0.29
C  -3.41  6.21  -1.32  -0.37
C  -4.65  6.24  -1.92  -0.54
C  -5.67  7.02  -1.38  -0.32
C  -5.44  7.77  -0.23  -0.34
C  -4.19  7.73  0.38  -0.47
H  -2.20  6.92  0.31  0.40
H  -2.61  5.60  -1.74  0.48
H  -4.84  5.66  -2.81  0.38
H  -6.64  7.05  -1.86  0.35
H  -6.23  8.38  0.19  0.35
H  -4.01  8.30  1.28  0.37
C  0.05  -8.49  -4.75  -0.37
C  -0.48  -9.60  -4.11  -0.36
C  -1.78  -9.57  -3.62  -0.36
C  -2.55  -8.43  -3.77  -0.35
C  -2.02  -7.31  -4.41  -0.40
C  -0.72  -7.35  -4.90  -0.39
H  1.07  -8.52  -5.12  0.35
H  0.12  -10.50  -3.99  0.35
H  -2.19  -10.44  -3.11  0.36
H  -3.56  -8.40  -3.39  0.39
H  -2.62  -6.42  -4.53  0.41
H  -0.30  -6.48  -5.39  0.37


Record 4
This record from the OMol25 dataset describes a molecular structure, C37H49BrN2NiP2S. The level of theory is the ωB97M-V functional and the def2-TZVPD basis.

Computed properties:
- total charge = +2
- HOMO energy (alpha / beta) (eV) = -13.46 / -13.48
- 2S+1 = 3

Each line ends with the Löwdin spin population.
Atoms and positions in Å:
C  2.94  4.95  -1.63  0.00
C  1.88  4.38  -2.37  0.00
C  2.10  4.16  -3.75  0.00
C  3.16  4.83  -4.37  0.00
N  4.05  5.54  -3.67  0.00
C  3.97  5.59  -2.33  0.00
C  0.63  4.09  -1.77  0.00
C  -0.42  3.90  -1.13  0.00
C  -1.37  3.22  -0.32  0.00
C  -0.91  2.05  0.27  0.00
C  -1.79  1.11  0.82  0.02
C  -3.15  1.33  0.47  0.00
C  -3.67  2.61  0.26  0.00
C  -2.71  3.58  -0.12  0.00
Ni  -1.48  -0.79  0.33  1.54
P  1.08  -0.62  -0.52  0.13
H  1.39  3.58  -4.33  0.00
H  2.91  5.01  -0.55  0.00
H  3.23  4.84  -5.47  0.00
H  4.70  6.22  -1.81  0.00
H  -2.98  4.60  -0.32  0.00
H  0.14  1.81  0.27  0.00
H  -4.70  2.87  0.36  0.00
H  -1.45  0.42  1.67  0.01
C  1.98  -2.28  -0.39  0.01
C  3.26  -2.51  -1.19  0.01
H  1.22  -3.04  -0.67  0.00
H  2.18  -2.42  0.69  0.00
H  3.57  -3.55  -1.03  0.00
H  3.11  -2.37  -2.27  0.00
H  4.09  -1.87  -0.85  0.00
C  1.26  0.00  -2.29  0.01
C  2.61  0.50  -2.78  0.01
H  0.54  0.84  -2.30  0.00
H  0.86  -0.78  -2.96  0.00
H  2.55  0.61  -3.87  0.00
H  2.84  1.49  -2.37  0.00
H  3.44  -0.19  -2.57  0.00
C  2.19  0.60  0.34  0.02
C  3.68  0.35  0.43  0.01
H  1.77  0.69  1.35  0.00
H  2.02  1.57  -0.15  0.00
H  4.13  1.15  1.03  0.00
H  3.93  -0.60  0.91  0.00
H  4.18  0.40  -0.55  0.00
Br  -4.24  -0.38  0.57  0.04
P  -1.85  -1.86  -1.74  0.06
C  -0.74  -2.66  -2.98  0.00
C  -1.24  -3.93  -3.67  0.00
H  0.19  -2.86  -2.43  0.00
H  -0.51  -1.90  -3.75  0.00
H  -0.42  -4.32  -4.28  0.00
H  -1.53  -4.71  -2.95  0.00
H  -2.09  -3.74  -4.34  0.00
C  -3.02  -3.12  -1.12  0.01
C  -4.36  -3.22  -1.82  0.00
H  -3.16  -2.89  -0.06  0.00
H  -2.48  -4.08  -1.17  0.00
H  -5.03  -3.86  -1.24  0.00
H  -4.87  -2.26  -1.94  0.00
H  -4.27  -3.67  -2.81  0.00
C  -2.77  -0.59  -2.68  0.02
C  -3.27  -0.99  -4.07  0.01
H  -2.09  0.27  -2.77  0.00
H  -3.58  -0.28  -2.01  0.00
H  -3.81  -0.14  -4.50  0.00
H  -2.45  -1.24  -4.75  0.00
H  -3.96  -1.85  -4.04  0.00
N  -0.65  -1.50  1.94  0.05
S  -1.22  -1.13  3.44  0.01
C  -0.26  -2.05  4.68  0.00
C  -0.97  -2.88  5.56  0.00
C  -0.27  -3.74  6.42  0.00
C  1.14  -3.73  6.41  0.00
C  1.83  -2.84  5.59  0.00
C  1.13  -1.98  4.73  0.00
C  -0.80  0.62  3.72  0.00
C  0.45  1.11  3.38  0.00
C  0.65  2.50  3.30  0.00
C  -0.35  3.37  3.74  0.00
C  -1.53  2.85  4.27  0.00
C  -1.78  1.47  4.27  0.00
H  0.04  -2.24  2.04  0.00
H  -2.06  -2.86  5.55  0.00
H  -0.81  -4.42  7.08  0.00
H  1.69  -4.41  7.06  0.00
H  2.93  -2.80  5.60  0.00
H  1.66  -1.26  4.11  0.00
H  1.28  0.42  3.21  0.00
H  1.59  2.88  2.91  0.00
H  -0.18  4.45  3.69  0.00
H  -2.27  3.53  4.69  0.00
H  -2.68  1.05  4.71  0.00


What did we get for E_tot? Answer: -54598.4913 -95837.8321 -193401.1029 -182624.3522 eV, in the order shown.
What did we get for max |F|? Answer: 0.15056 0.02243 0.03304 0.07348 hartree/bohr, in the order shown.